Here is a structure of composition C4H6N2O at a distorted geometry from the OMol25 dataset. Energies are from the ωB97M-V functional and the def2-TZVPD basis.

orbital gap	0.324	hartree
DFT total energy	-9268.2713	eV
highest occupied orbital energy	-8.10	eV

Structure (ORCA input):
```
! wB97M-V def2-TZVPD RIJCOSX def2/J DEFGRID3
* xyz 0 1
C 0.020 0.743 -0.501
C 1.100 -0.175 -0.045
C -0.953 -0.353 -0.186
N 2.266 0.225 0.490
C -2.233 -0.244 0.181
O -0.391 -1.653 -0.827
N 0.613 -1.395 0.146
H 2.772 -0.481 1.014
H 2.386 1.187 0.774
H 0.088 0.993 -1.559
H -0.066 1.625 0.135
H -2.794 0.651 -0.057
H -2.808 -1.125 0.435
*
```



Here is the molecule C4H6N2O at a distorted geometry from the OMol25 dataset. Energies are from the ωB97M-V functional and the def2-TZVPD basis.

orbital gap (alpha / beta)	0.292 / 0.292	hartree
DFT total energy	-9269.7319	eV
highest occupied orbital energy (alpha / beta)	-7.34 / -7.34	eV

Structure (ORCA input):
```
! wB97M-V def2-TZVPD RIJCOSX def2/J DEFGRID3
* xyz 0 1
N -1.875 0.789 -0.091
C -0.591 0.314 -0.022
C -0.163 -1.048 -0.380
O -0.789 -2.136 -0.534
N 1.256 -0.939 -0.348
C 1.676 0.269 0.137
C 0.597 1.095 0.293
H -2.577 0.349 -0.663
H -2.081 1.793 0.086
H -0.584 -1.201 0.795
H 1.760 -1.818 -0.301
H 2.719 0.399 0.426
H 0.652 2.135 0.602
*
```



Here is the molecule C4H6N2O from the OMol25 dataset. Energies are from the ωB97M-V functional and the def2-TZVPD basis.

orbital gap	0.344	hartree
DFT total energy	-9272.4132	eV
SMILES	COc1c[nH]cn1
highest occupied orbital energy	-8.46	eV

Structure (ORCA input):
```
! wB97M-V def2-TZVPD RIJCOSX def2/J DEFGRID3
* xyz 0 1
C 2.264 0.269 -0.470
O 1.450 -0.555 0.351
C 0.131 -0.256 0.285
C -0.864 -1.136 -0.041
N -2.024 -0.396 0.064
C -1.665 0.863 0.422
N -0.367 0.985 0.565
H 1.859 0.319 -1.489
H 3.247 -0.205 -0.501
H 2.353 1.282 -0.063
H -0.841 -2.178 -0.318
H -2.961 -0.725 -0.106
H -2.391 1.652 0.568
*
```



Here is a cluster of 2 separate species, C4H6N2O in total from the OMol25 dataset. Energies are from the ωB97M-V functional and the def2-TZVPD basis.

orbital gap	0.341	hartree
DFT total energy	-9266.9309	eV
highest occupied orbital energy	-9.08	eV

Structure (ORCA input):
```
! wB97M-V def2-TZVPD RIJCOSX def2/J DEFGRID3
* xyz 0 1
C -1.735 0.343 0.501
O -1.772 0.298 -0.938
C -0.677 0.678 -1.555
N 0.335 1.220 -1.132
N 1.549 1.455 -0.952
C 1.683 -1.395 0.354
C 1.232 -2.370 0.899
H -2.710 -0.008 0.840
H -0.937 -0.310 0.868
H -1.566 1.374 0.829
H 1.682 2.472 -0.965
H 2.069 -0.510 -0.123
H 0.847 -3.246 1.374
*
```



Here is the molecule C4H6N2O at a distorted geometry from the OMol25 dataset. Energies are from the ωB97M-V functional and the def2-TZVPD basis.

orbital gap (alpha / beta)	0.298 / 0.298	hartree
DFT total energy	-9270.5835	eV
SMILES	Cc1ncc(O)[nH]1
highest occupied orbital energy (alpha / beta)	-7.75 / -7.76	eV

Structure (ORCA input):
```
! wB97M-V def2-TZVPD RIJCOSX def2/J DEFGRID3
* xyz 0 1
C -0.798 -1.672 -1.010
C -0.179 -0.439 -0.466
N -0.411 0.778 -0.969
C 0.356 1.582 -0.226
C 1.003 0.930 0.821
O 0.253 1.423 1.964
N 0.675 -0.419 0.569
H -1.628 -1.376 -1.655
H -1.175 -2.315 -0.208
H -0.071 -2.234 -1.601
H 0.335 2.663 -0.303
H 0.531 2.326 2.124
H 1.109 -1.247 0.960
*
```



Here is the molecule C4H6N2O from the OMol25 dataset. Energies are from the ωB97M-V functional and the def2-TZVPD basis.

orbital gap	0.349	hartree
DFT total energy	-9271.6665	eV
SMILES	Cn1[nH]ccc1=O
highest occupied orbital energy	-8.68	eV

Structure (ORCA input):
```
! wB97M-V def2-TZVPD RIJCOSX def2/J DEFGRID3
* xyz 0 1
C -0.475 -1.544 -1.013
N -0.224 -0.481 0.014
N -1.064 0.455 0.696
C -0.210 1.495 1.094
C 0.999 1.382 0.521
C 0.991 0.135 -0.231
O 1.797 -0.353 -1.008
H -0.162 -1.227 -2.023
H 0.199 -2.384 -0.786
H -1.503 -1.894 -1.032
H -1.624 0.081 1.462
H -0.557 2.268 1.780
H 1.832 2.068 0.526
*
```



Here is the molecule C4H6N2O at a distorted geometry from the OMol25 dataset. Energies are from the ωB97M-V functional and the def2-TZVPD basis.

orbital gap	0.343	hartree
DFT total energy	-9271.9859	eV
SMILES	Cc1cnc(N)o1
highest occupied orbital energy	-8.43	eV

Structure (ORCA input):
```
! wB97M-V def2-TZVPD RIJCOSX def2/J DEFGRID3
* xyz 0 1
C 2.325 -0.593 0.049
C 1.085 0.147 -0.027
C 0.513 1.319 0.108
N -0.874 1.185 -0.047
C -1.034 -0.066 -0.145
N -2.276 -0.731 0.020
O 0.105 -0.793 -0.092
H 3.224 0.033 0.140
H 2.403 -1.225 -0.950
H 2.488 -1.348 0.912
H 0.866 2.391 0.046
H -2.131 -1.524 0.564
H -2.967 0.003 0.308
*
```



Here is the molecule C4H6N2O from the OMol25 dataset. Energies are from the ωB97M-V functional and the def2-TZVPD basis.

orbital gap	0.323	hartree
DFT total energy	-9269.5776	eV
SMILES	CC1=C=C(N)ON1
highest occupied orbital energy	-7.95	eV

Structure (ORCA input):
```
! wB97M-V def2-TZVPD RIJCOSX def2/J DEFGRID3
* xyz 0 1
C 0.529 -1.249 -1.782
C 0.195 -0.407 -0.587
C -0.049 -0.783 0.708
C -0.310 0.490 1.232
N -0.674 0.828 2.482
O -0.211 1.548 0.393
N 0.021 0.968 -0.854
H 0.780 -0.649 -2.664
H 1.362 -1.916 -1.550
H -0.332 -1.876 -2.031
H -0.934 0.058 3.074
H -1.076 1.733 2.667
H 0.821 1.448 -1.258
*
```



Here is the molecule C4H6N2O from the OMol25 dataset. Energies are from the ωB97M-V functional and the def2-TZVPD basis.

orbital gap	0.362	hartree
DFT total energy	-9271.5552	eV
SMILES	[H]/N=C(\O)N=C=CC
highest occupied orbital energy	-9.21	eV

Structure (ORCA input):
```
! wB97M-V def2-TZVPD RIJCOSX def2/J DEFGRID3
* xyz 0 1
H -2.938 -0.442 1.328
N -1.989 -0.378 0.961
C -2.002 0.195 -0.163
O -3.105 0.658 -0.784
N -0.837 0.450 -0.942
C 0.238 -0.063 -0.611
C 1.407 -0.575 -0.344
C 2.426 0.066 0.563
H -2.821 1.066 -1.615
H 1.624 -1.545 -0.785
H 2.580 -0.541 1.461
H 2.107 1.063 0.877
H 3.389 0.159 0.051
*
```



Here is the molecule C4H6N2O at a distorted geometry from the OMol25 dataset. Energies are from the ωB97M-V functional and the def2-TZVPD basis.

orbital gap	0.388	hartree
DFT total energy	-9270.0317	eV
SMILES	O=C1NC[C@H]2CN12
highest occupied orbital energy	-9.70	eV

Structure (ORCA input):
```
! wB97M-V def2-TZVPD RIJCOSX def2/J DEFGRID3
* xyz 0 1
O 1.508 2.106 0.202
C 0.836 1.111 0.087
N 1.229 -0.183 0.315
C 0.396 -1.211 -0.282
C -0.871 -0.437 -0.672
C -1.443 0.335 0.443
N -0.525 1.148 -0.332
H 2.176 -0.343 0.616
H 0.192 -2.016 0.443
H 0.874 -1.667 -1.155
H -0.844 0.357 -1.517
H -2.479 0.649 0.413
H -1.049 0.150 1.440
*
```



Here is the molecule C4H6N2O from the OMol25 dataset. Energies are from the ωB97M-V functional and the def2-TZVPD basis.

orbital gap	0.350	hartree
DFT total energy	-9269.6559	eV
SMILES	CNC(=O)N1C=C1
highest occupied orbital energy	-8.67	eV

Structure (ORCA input):
```
! wB97M-V def2-TZVPD RIJCOSX def2/J DEFGRID3
* xyz 0 1
C 0.679 -1.526 -0.324
N 1.287 -0.365 0.291
C 0.733 0.880 0.382
O 1.161 1.733 1.138
N -0.311 1.169 -0.546
C -1.616 0.454 -0.387
C -1.559 1.627 0.114
H 1.389 -2.355 -0.272
H 0.452 -1.337 -1.377
H -0.240 -1.843 0.188
H 2.027 -0.511 0.960
H -2.079 -0.440 -0.768
H -1.924 2.514 0.600
*
```



Here is the molecule C4H6N2O from the OMol25 dataset. Energies are from the ωB97M-V functional and the def2-TZVPD basis.

orbital gap	0.318	hartree
DFT total energy	-9270.0414	eV
highest occupied orbital energy	-8.49	eV

Structure (ORCA input):
```
! wB97M-V def2-TZVPD RIJCOSX def2/J DEFGRID3
* xyz 0 1
N 1.051 -1.353 0.689
C 0.364 -0.290 0.047
C -1.145 -0.346 0.029
C -1.542 0.927 0.000
C -0.402 1.882 0.323
O 0.820 -0.128 -1.311
N 0.567 1.036 0.643
H 0.863 -2.208 0.172
H 2.053 -1.192 0.634
H -1.720 -1.269 -0.011
H -2.545 1.287 -0.184
H 0.119 0.299 -1.826
H 1.517 1.354 0.796
*
```